Entry from the OMol25 dataset: C30H20N5NaO2PSe3 as an isolated structure (ωB97M-V with the def2-TZVPD basis set).

XYZ file:
```
62
C30H20N5NaO2PSe3 | the OMol25 dataset | ωB97M-V with the def2-TZVPD basis set
Na 0.36 0.56 0.82
Se -2.23 2.04 0.75
P -2.52 0.79 -0.99
Se -0.94 0.78 -2.45
C -4.12 1.22 -1.76
C -4.28 1.14 -3.14
C -5.52 1.41 -3.71
C -6.60 1.76 -2.92
C -6.43 1.85 -1.54
C -5.20 1.58 -0.97
C -2.87 -0.93 -0.43
C -3.53 -1.14 0.78
C -3.83 -2.43 1.19
C -3.47 -3.51 0.41
C -2.81 -3.30 -0.80
C -2.52 -2.02 -1.21
H -3.43 0.88 -3.75
H -5.63 1.35 -4.79
H -7.56 1.98 -3.37
H -7.27 2.14 -0.91
H -5.06 1.68 0.10
H -3.75 -0.29 1.41
H -4.32 -2.58 2.15
H -3.69 -4.52 0.74
H -2.51 -4.15 -1.41
H -1.99 -1.84 -2.14
O 0.53 -1.99 3.11
C 1.17 -1.51 2.17
O 1.79 -0.41 2.10
C 1.17 -2.35 0.88
C 1.38 -3.72 0.94
C 1.38 -4.45 -0.24
C 1.12 -3.79 -1.43
C 0.87 -2.42 -1.38
N 0.91 -1.71 -0.26
H 1.54 -4.18 1.91
H 1.57 -5.51 -0.23
H 1.09 -4.31 -2.37
H 0.62 -1.87 -2.28
Se 7.60 1.84 2.77
N 6.89 1.19 1.24
C 5.64 1.51 1.22
C 4.71 1.12 0.15
C 5.12 0.34 -0.93
C 4.17 0.00 -1.88
C 2.86 0.44 -1.70
N 2.47 1.18 -0.68
C 3.38 1.51 0.23
C 2.89 2.33 1.37
N 1.60 2.64 1.36
C 1.12 3.36 2.37
C 1.90 3.81 3.43
C 3.24 3.48 3.45
C 3.76 2.73 2.39
C 5.16 2.31 2.34
N 6.04 2.63 3.24
H 6.14 0.01 -1.01
H 4.42 -0.60 -2.74
H 2.08 0.18 -2.41
H 0.06 3.56 2.32
H 1.45 4.38 4.22
H 3.89 3.79 4.25
```

Properties
* spin multiplicity: 1
* HOMO level: -4.630 eV
* net charge: -1
* calculated total energy: -252730.83388 eV

---

Entry from the OMol25 dataset: C30H21BBr3F8InN3OP as an isolated structure (ωB97M-V with the def2-TZVPD basis set).

XYZ file:
```
69
C30H21BBr3F8InN3OP | the OMol25 dataset | ωB97M-V with the def2-TZVPD basis set
In 1.19 0.17 -0.10
Br 2.20 -2.91 -0.71
C 0.88 -3.37 -2.03
Br 0.04 -1.77 -2.73
H 0.11 -3.94 -1.53
H 1.36 -3.88 -2.85
C 3.84 -1.77 4.87
C 2.67 -1.18 4.41
C 2.57 -0.78 3.09
C 3.65 -0.98 2.24
C 4.84 -1.56 2.69
C 4.92 -1.96 4.01
N 3.46 -0.61 0.89
N 4.46 -0.44 0.19
C 4.19 -0.09 -1.17
C 5.31 0.06 -1.97
C 5.14 0.38 -3.30
C 3.86 0.54 -3.79
C 2.79 0.38 -2.92
N 2.95 0.07 -1.63
H 3.92 -2.09 5.90
H 1.83 -1.04 5.08
H 1.68 -0.30 2.72
H 5.66 -1.72 2.00
H 5.83 -2.42 4.37
H 6.28 -0.08 -1.52
H 6.00 0.51 -3.95
H 3.67 0.79 -4.82
H 1.78 0.48 -3.27
F -3.25 6.25 -2.42
C -2.87 5.04 -2.00
C -3.77 4.23 -1.33
F -5.01 4.64 -1.12
C -3.36 2.97 -0.91
F -4.28 2.22 -0.31
C -2.07 2.50 -1.11
P -1.58 0.84 -0.44
C -2.16 0.90 1.28
C -1.29 1.45 2.21
C -1.66 1.51 3.55
C -2.88 1.01 3.96
C -3.76 0.46 3.03
C -3.40 0.41 1.69
C -2.70 -0.26 -1.37
C -3.02 -1.51 -0.85
C -3.71 -2.43 -1.62
C -4.08 -2.11 -2.92
C -3.75 -0.87 -3.45
C -3.06 0.05 -2.68
C -1.19 3.34 -1.81
Br 0.55 2.82 -2.26
C -1.59 4.59 -2.24
F -0.75 5.39 -2.90
H -0.31 1.81 1.89
H -0.98 1.94 4.27
H -3.16 1.04 5.01
H -4.71 0.07 3.34
H -4.10 -0.01 0.98
H -2.71 -1.79 0.15
H -3.95 -3.40 -1.20
H -4.62 -2.83 -3.52
H -4.04 -0.62 -4.46
H -2.80 1.01 -3.11
F 0.40 -3.30 2.32
B -0.53 -2.64 1.56
F 0.12 -1.37 1.07
F -0.87 -3.36 0.41
F -1.65 -2.25 2.25
O 1.43 1.78 0.90
```

Properties
* spin multiplicity: 1
* HOMO level: -7.673 eV
* net charge: 0
* calculated total energy: -284978.24929 eV

---

Entry from the OMol25 dataset: C30H21Cl2F5N5O3RuSe as an isolated structure in a non-equilibrium geometry (ωB97M-V with the def2-TZVPD basis set).

XYZ file:
```
68
C30H21Cl2F5N5O3RuSe | the OMol25 dataset | ωB97M-V with the def2-TZVPD basis set
Ru 0.19 0.16 -0.16
Cl -5.15 -2.40 3.27
C -3.95 -1.29 2.70
C -2.87 -1.81 2.00
C -1.90 -0.94 1.53
N -0.80 -1.26 0.71
C -0.57 -2.58 0.36
O -0.74 -3.55 1.05
C -0.24 -2.67 -1.09
C -0.05 -3.87 -1.74
C 0.10 -3.85 -3.12
C 0.07 -2.64 -3.78
C -0.06 -1.48 -3.04
N -0.22 -1.49 -1.72
C -2.01 0.44 1.77
C -3.07 0.95 2.49
C -4.05 0.07 2.95
Cl -5.39 0.72 3.82
N -0.92 1.14 1.25
C -0.43 2.19 1.93
O -0.98 2.87 2.78
C 1.00 2.40 1.58
C 1.70 3.49 2.03
C 3.03 3.63 1.66
C 3.59 2.66 0.85
C 2.82 1.59 0.43
N 1.55 1.44 0.81
H -2.80 -2.87 1.83
H -0.06 -4.78 -1.16
H 0.24 -4.77 -3.67
H 0.19 -2.57 -4.85
H -0.03 -0.51 -3.51
H -3.15 2.00 2.70
H 1.18 4.19 2.67
H 3.61 4.48 1.99
H 4.62 2.72 0.51
H 3.24 0.84 -0.22
F 3.03 -1.91 -7.63
C 3.04 -1.69 -6.31
C 3.54 -2.65 -5.45
F 4.02 -3.79 -5.94
C 3.54 -2.42 -4.08
F 4.01 -3.40 -3.30
C 3.04 -1.25 -3.52
Se 3.02 -0.97 -1.65
C 2.56 -0.31 -4.42
F 2.04 0.85 -3.99
C 2.54 -0.52 -5.79
F 2.04 0.42 -6.61
O 0.46 1.72 -1.57
C -0.25 2.12 -2.50
C -1.60 1.55 -2.80
C -2.60 2.65 -2.34
C -2.11 3.57 -1.21
C -1.24 4.77 -1.64
C 0.16 4.42 -2.16
N 0.06 3.29 -3.11
H -1.74 0.63 -2.24
H -1.72 1.33 -3.86
H -3.52 2.16 -2.03
H -2.87 3.28 -3.20
H -1.59 2.98 -0.44
H -2.99 3.98 -0.71
H -1.14 5.46 -0.81
H -1.78 5.31 -2.43
H 0.83 4.12 -1.36
H 0.62 5.27 -2.67
H -0.55 3.50 -3.88
```

Properties
* spin multiplicity: 2
* HOMO level (alpha / beta): -7.269 / -7.299 eV
* net charge: 0
* calculated total energy: -151604.39207 eV

---

Entry from the OMol25 dataset: C30H22BBrF6N10O4Ti as an isolated structure in a non-equilibrium geometry (ωB97M-V with the def2-TZVPD basis set).

XYZ file:
```
75
C30H22BBrF6N10O4Ti | the OMol25 dataset | ωB97M-V with the def2-TZVPD basis set
Ti 0.20 0.59 0.41
Br 3.07 2.50 2.04
C 4.01 0.99 1.34
C 5.25 0.80 1.89
C 6.10 -0.18 1.38
C 5.70 -0.91 0.30
C 4.43 -0.71 -0.29
C 4.10 -1.42 -1.46
C 2.95 -1.12 -2.13
C 2.03 -0.21 -1.57
C 2.18 0.40 -0.33
C 3.49 0.23 0.25
H 5.58 1.44 2.70
H 7.08 -0.33 1.81
H 6.35 -1.65 -0.15
H 4.79 -2.17 -1.83
H 2.72 -1.61 -3.07
H 1.13 -0.02 -2.15
B 1.65 -2.52 1.67
N 0.83 -2.60 0.34
C 0.75 -3.66 -0.47
C -0.18 -3.38 -1.46
C -0.62 -2.10 -1.15
N 0.00 -1.63 -0.06
N 0.94 -1.50 2.60
C 0.37 -1.77 3.77
C 0.05 -0.58 4.39
C 0.48 0.39 3.49
N 1.01 -0.17 2.40
H 2.78 -2.17 1.47
H 1.59 -3.61 2.21
H 1.35 -4.54 -0.29
H -0.49 -4.01 -2.27
H -1.37 -1.50 -1.64
H 0.23 -2.79 4.10
H -0.46 -0.43 5.33
H 0.45 1.46 3.60
N -5.54 -0.22 3.92
C -4.62 -0.37 2.86
N -5.11 -1.06 1.74
N -3.37 0.07 3.00
C -2.46 0.14 2.13
N -1.57 0.22 1.34
H -5.99 -1.09 4.19
H -5.05 0.18 4.71
H -6.05 -0.79 1.48
H -4.49 -0.98 0.94
F 0.35 -1.75 -5.04
C -0.88 -1.43 -4.60
C -1.06 -0.23 -4.01
N -2.29 0.16 -3.56
C -2.42 1.47 -2.92
C -1.85 1.50 -1.48
O -2.42 2.21 -0.68
O -0.78 0.80 -1.33
C -3.39 -0.65 -3.68
O -4.51 -0.35 -3.31
N -3.14 -1.87 -4.28
C -1.94 -2.37 -4.79
O -1.91 -3.46 -5.31
H -0.24 0.45 -3.83
H -3.47 1.75 -2.88
H -1.86 2.20 -3.50
H -3.94 -2.48 -4.37
F -1.11 2.83 2.65
C -0.54 3.44 1.59
C 0.10 2.68 0.61
C 0.59 3.47 -0.43
F 1.18 2.88 -1.50
C 0.51 4.85 -0.50
F 1.02 5.54 -1.54
C -0.11 5.54 0.53
F -0.18 6.88 0.51
C -0.65 4.82 1.58
F -1.27 5.48 2.57
```

Properties
* spin multiplicity: 3
* HOMO level (alpha / beta): 0.856 / -2.799 eV
* net charge: -2
* calculated total energy: -164700.61500 eV